Entry 1:
The following is a quantum chemistry calculation of a molecular structure, C19H30O17Pd2 in a non-equilibrium geometry, from OMol25.

Values from the calculation:
**Net charge**: +2
**Highest occupied orbital energy (spin up / spin down)**: -14.61 / -14.61 eV
**2S+1**: 5
**Expectation value of S²**: 6.016

Structure (XYZ):
```
68
Properties=species:S:1:pos:R:3:forces:R:3
Pd -1.158 0.850 3.370 0.22 0.94 -0.64
Pd 0.955 3.962 1.925 -0.54 -1.66 -0.08
C -0.754 0.900 -0.406 1.06 0.40 0.77
C 0.356 0.899 0.693 0.00 -1.73 -0.50
O 0.261 1.646 1.862 -0.17 1.94 0.42
H -1.013 -0.158 -0.434 -0.98 0.45 -0.38
H -0.370 1.156 -1.394 -0.05 0.34 0.12
H -1.526 1.609 -0.106 -0.40 -0.39 -0.22
H 1.342 0.889 0.230 0.37 0.88 -0.03
H 0.310 -0.147 0.995 0.20 -0.39 0.59
C -4.854 0.913 3.422 -0.22 0.73 2.41
C -3.930 1.576 2.450 -0.01 0.46 -1.69
O -2.801 2.280 2.978 -0.71 -1.73 -0.11
H -5.103 1.680 4.156 -0.02 -0.12 0.41
H -4.362 0.093 3.946 -0.13 -0.10 -0.03
H -5.842 0.611 3.076 0.44 -0.12 -0.79
H -4.508 2.260 1.829 0.07 0.31 0.16
H -3.636 0.741 1.814 0.86 0.09 -0.31
C 5.807 1.544 1.399 -1.25 -1.80 1.41
C 4.794 0.783 0.536 1.29 0.06 -1.62
O 5.019 1.408 -0.787 -1.55 0.56 1.05
C 5.629 2.601 -0.607 3.34 1.42 -2.11
O 5.869 3.411 -1.499 -1.45 -2.18 2.97
O 6.294 2.601 0.633 -1.18 0.43 -1.28
H 6.512 0.824 1.814 0.88 0.44 -0.60
H 5.254 1.833 2.293 0.16 0.90 0.02
H 3.786 0.867 0.942 -0.20 0.13 -0.58
H 5.053 -0.246 0.287 -0.13 -0.22 0.76
C -1.554 -2.596 0.270 0.49 -0.17 -2.20
C -1.467 -3.982 0.820 -0.65 0.15 3.61
O -1.651 -4.817 -0.197 -0.61 -2.12 -2.85
C -1.375 -4.223 -1.321 1.29 -2.70 -6.76
O -1.265 -4.891 -2.403 -0.45 3.88 4.57
O -1.162 -2.863 -1.166 -0.15 -1.19 1.22
H -0.800 -1.944 0.709 -0.47 0.28 -0.08
H -2.566 -2.224 0.112 0.09 0.33 0.90
H -2.302 -4.299 1.444 0.30 0.86 1.09
H -0.514 -4.278 1.258 0.18 0.66 0.55
C -4.637 3.106 -1.475 0.97 1.76 0.24
C -4.536 4.597 -1.718 2.31 1.19 0.04
O -4.745 4.631 -3.116 1.57 2.65 0.39
C -5.748 3.854 -3.352 0.39 -0.81 0.48
O -6.493 4.049 -4.229 -1.60 -1.31 -0.72
O -5.641 2.856 -2.395 -2.61 -2.29 -0.73
H -4.826 2.831 -0.438 -0.73 -0.13 -0.25
H -3.672 2.678 -1.749 -0.04 -0.47 -0.34
H -3.543 5.044 -1.679 0.14 -0.23 0.86
H -5.216 5.269 -1.193 -0.39 -0.35 0.02
C 1.391 -1.127 -4.526 0.35 1.51 0.22
C 0.950 -0.043 -3.553 -0.88 0.25 -4.27
O 2.155 0.142 -2.816 1.26 2.21 2.28
C 2.908 -0.912 -2.860 -4.35 -1.27 -0.86
O 3.945 -1.133 -2.134 -0.78 0.34 -1.02
O 2.236 -1.808 -3.569 3.16 -2.86 0.90
H 2.131 -0.839 -5.273 -0.54 0.47 -0.35
H 0.542 -1.624 -4.995 0.48 -0.98 0.57
H -0.056 -0.285 -3.209 0.73 -0.39 2.00
H 0.718 0.823 -4.172 0.69 0.65 0.43
C 2.535 -4.258 2.594 0.71 0.46 -0.61
C 2.231 -2.765 2.705 -1.61 -0.10 0.94
O 3.371 -2.072 2.428 3.78 0.09 -2.32
C 4.256 -2.958 1.763 1.02 0.38 -1.20
O 5.168 -2.688 0.990 -2.55 0.00 2.47
O 3.884 -4.205 2.076 0.31 -0.25 0.12
H 1.986 -4.725 1.776 -0.37 -0.15 0.44
H 2.438 -4.800 3.535 0.42 -0.10 -0.23
H 2.027 -2.399 3.712 -1.11 -0.49 -0.04
H 1.511 -2.509 1.928 -0.65 0.24 0.39
```
Positions in Å, forces in eV/Å.



Entry 2:
The following is a quantum chemistry calculation of a molecular structure, C19H31AgNO12 in a non-equilibrium geometry, from OMol25.

Values from the calculation:
**Highest occupied orbital energy (spin up / spin down)**: -6.87 / -6.85 eV
**2S+1**: 2
**Expectation value of S²**: 0.755

Structure (XYZ):
```
64
Properties=species:S:1:pos:R:3:forces:R:3
Ag 0.035 0.086 -0.757 -0.66 0.82 -0.95
C -4.587 -0.103 -0.114 0.79 -1.00 -0.40
C -3.488 0.954 -0.257 0.24 0.79 2.08
C -3.429 1.752 1.054 0.37 0.55 -0.38
O -2.202 0.481 -0.493 -1.45 -0.69 -0.59
H -4.766 -0.601 -1.067 -0.25 0.05 -0.02
H -5.511 0.292 0.311 0.11 0.26 -0.30
H -4.240 -0.868 0.581 0.05 -0.10 0.10
H -3.837 1.669 -1.003 0.48 -0.03 -0.68
H -4.453 2.062 1.261 0.25 0.36 0.60
H -2.734 2.580 0.919 -0.43 0.52 -0.28
H -2.914 1.261 1.880 -0.61 -0.77 0.04
N -0.040 0.801 -3.567 0.31 2.22 -1.66
O -0.325 1.578 -2.669 -1.07 2.84 1.79
O 0.124 1.139 -4.719 -0.11 2.00 -2.41
O 0.155 -0.318 -3.294 0.69 -6.85 1.88
O 0.207 -0.486 1.473 -0.66 -1.72 5.37
C 0.197 -0.848 2.685 0.58 1.78 -4.89
O 1.372 -0.850 3.319 1.66 0.31 0.57
C 1.307 -1.045 4.742 -2.09 -1.08 -0.29
C -0.200 -1.007 4.941 -1.26 0.40 0.91
C -0.913 -1.290 3.598 1.03 0.44 0.36
H 1.705 -0.254 5.377 0.72 0.02 -0.74
H 1.665 -2.028 5.049 0.61 0.11 -0.42
H -0.381 0.042 5.177 -0.54 0.04 0.04
H -0.558 -1.578 5.797 0.05 -0.13 -0.11
H -1.812 -0.683 3.486 0.10 -0.20 -0.20
H -1.110 -2.330 3.338 -0.13 -0.09 0.33
O 1.269 1.849 -0.112 0.59 4.14 2.40
C 1.238 2.883 0.572 -0.26 -2.23 -1.09
O 0.645 2.874 1.839 -0.33 -1.64 -1.05
C 0.700 4.086 2.539 1.76 1.74 -1.48
C 1.014 5.069 1.375 0.28 0.94 -0.26
C 1.851 4.284 0.312 -1.61 -1.23 1.78
H 1.527 4.050 3.249 0.01 -0.09 0.19
H -0.201 4.413 3.058 -0.24 -0.71 -0.19
H 1.483 6.018 1.636 0.19 -0.17 0.42
H 0.040 5.376 0.992 0.02 -0.20 -0.52
H 2.871 4.108 0.654 0.29 0.53 -0.13
H 1.807 4.633 -0.720 -0.09 -0.25 0.22
O 2.008 -0.932 -1.235 5.38 -0.35 -1.53
C 3.145 -0.814 -1.761 -3.10 -0.29 2.06
O 4.311 -0.865 -1.028 -0.18 -0.81 0.34
C 5.497 -0.507 -1.831 -1.84 0.65 0.70
C 4.800 0.319 -2.865 0.48 -0.17 -2.28
C 3.460 -0.429 -3.166 1.21 1.55 0.58
H 6.036 -1.375 -2.211 -0.26 -0.14 0.13
H 6.138 0.123 -1.215 0.03 -0.39 0.19
H 5.418 0.355 -3.762 -0.03 0.31 -0.18
H 4.639 1.344 -2.530 -0.16 -0.14 0.13
H 3.643 -1.256 -3.853 -0.35 -0.04 0.14
H 2.723 0.293 -3.518 -0.20 -0.55 -0.28
O -0.429 -2.100 -0.803 -1.46 -3.16 -0.95
C -1.096 -2.948 -1.378 0.17 1.60 0.01
O -0.635 -3.709 -2.405 -0.10 0.11 0.14
C -1.626 -4.694 -2.759 0.08 -0.60 0.32
C -2.963 -4.166 -2.298 -0.02 -0.56 -1.21
C -2.587 -3.267 -1.176 -0.04 0.20 0.52
H -1.385 -5.593 -2.193 0.19 -0.21 -0.17
H -1.683 -4.928 -3.822 0.77 0.27 0.04
H -3.592 -5.013 -2.024 -0.18 0.20 0.05
H -3.410 -3.655 -3.151 -0.24 0.22 0.24
H -2.701 -3.852 -0.264 0.04 0.49 0.42
H -3.222 -2.382 -1.191 0.45 0.13 0.57
```
Positions in Å, forces in eV/Å.



Entry 3:
The following is a quantum chemistry calculation of a molecular structure, C19H31As3F6N3O4S2SeV, from OMol25.

Values from the calculation:
**Net charge**: +2
**Highest occupied orbital energy (spin up / spin down)**: -13.35 / -13.35 eV
**2S+1**: 3
**Expectation value of S²**: 2.046

Structure (XYZ):
```
70
Properties=species:S:1:pos:R:3:forces:R:3
V 1.365 0.267 -1.173 0.14 0.32 0.84
C 0.031 3.618 -0.612 -0.08 0.02 0.07
As -0.623 1.798 -0.503 0.18 -0.09 -0.16
C -2.222 1.878 -1.595 0.02 0.01 0.02
C -1.100 1.662 1.380 -0.05 0.00 0.03
C -1.850 0.424 1.912 0.02 -0.02 -0.02
C -2.114 0.716 3.398 -0.06 -0.01 0.00
C -1.010 -0.865 1.868 0.04 -0.04 -0.03
As 0.012 -1.392 0.281 -0.11 0.03 -0.10
C -1.199 -2.350 -0.885 -0.04 -0.03 0.03
C 1.131 -2.796 1.012 -0.06 0.00 0.02
C -3.171 0.233 1.153 -0.05 -0.06 -0.05
As -4.628 -0.830 2.029 0.04 0.03 -0.04
C -5.952 -0.373 0.662 -0.01 0.00 0.03
C -4.200 -2.609 1.310 -0.02 -0.01 -0.01
H 0.859 3.759 0.080 0.00 -0.01 -0.01
H -0.781 4.293 -0.342 0.01 0.00 -0.02
H 0.353 3.832 -1.629 0.01 -0.02 0.00
H -2.959 2.501 -1.090 0.01 0.00 0.00
H -2.640 0.892 -1.776 0.03 -0.01 0.00
H -1.953 2.331 -2.548 0.03 -0.01 0.00
H -1.711 2.546 1.583 0.01 0.00 -0.01
H -0.159 1.808 1.921 0.02 -0.01 -0.04
H -1.193 1.009 3.907 0.01 0.00 -0.01
H -2.523 -0.156 3.906 0.00 0.00 0.00
H -2.838 1.525 3.509 0.01 0.01 0.00
H -1.668 -1.721 2.037 0.01 0.00 0.05
H -0.284 -0.879 2.686 0.05 0.05 -0.05
H -1.773 -3.059 -0.292 0.02 0.00 -0.01
H -0.617 -2.882 -1.636 0.02 0.02 0.00
H -1.876 -1.661 -1.386 0.01 0.00 0.00
H 0.502 -3.463 1.601 0.00 0.01 -0.01
H 1.905 -2.369 1.647 0.00 0.01 -0.02
H 1.595 -3.354 0.202 0.00 0.02 -0.01
H -3.001 -0.204 0.162 0.03 0.03 0.01
H -3.631 1.212 0.992 -0.01 0.00 0.02
H -6.207 0.683 0.738 0.00 0.00 0.00
H -6.857 -0.950 0.846 0.01 -0.01 -0.01
H -5.591 -0.592 -0.343 0.02 0.00 0.00
H -3.428 -3.106 1.897 0.02 0.00 -0.01
H -3.908 -2.559 0.260 -0.02 0.01 0.01
H -5.099 -3.220 1.383 -0.01 0.01 0.01
F 1.848 -3.807 -2.528 0.08 0.04 -0.03
C 2.852 -3.199 -3.145 -0.05 0.00 0.10
F 4.007 -3.636 -2.697 -0.05 -0.01 0.00
F 2.756 -3.335 -4.444 -0.04 -0.02 0.01
S 2.775 -1.379 -2.753 -0.43 -0.12 -0.10
O 2.837 -1.262 -1.274 -0.06 0.28 -0.31
O 3.759 -0.698 -3.513 0.08 0.01 -0.04
N 1.216 -0.964 -3.048 0.43 0.09 -0.11
S 0.874 0.418 -3.849 -0.12 -0.70 -0.01
O 1.426 1.444 -2.922 0.11 0.20 0.36
O -0.518 0.480 -4.107 0.03 0.04 -0.09
C 1.805 0.509 -5.511 0.05 0.06 0.05
F 2.171 -0.720 -5.818 -0.05 0.15 -0.01
F 0.951 0.976 -6.384 0.06 0.00 0.06
F 2.836 1.309 -5.374 -0.07 -0.12 -0.04
Se 3.800 2.476 -0.937 0.00 -0.03 0.33
N 2.620 1.478 0.050 -0.10 -0.18 -0.62
C 3.132 1.341 1.267 0.02 0.01 0.12
C 2.546 0.631 2.352 -0.01 -0.03 0.02
C 3.204 0.606 3.540 0.02 0.01 0.00
C 4.464 1.264 3.740 -0.02 0.00 -0.02
C 5.058 1.950 2.739 0.02 0.01 -0.02
C 4.405 2.004 1.466 -0.07 -0.02 -0.04
N 4.898 2.631 0.421 -0.07 0.05 -0.18
H 1.589 0.144 2.231 0.00 0.01 -0.02
H 2.769 0.077 4.378 -0.01 -0.01 -0.01
H 4.928 1.201 4.715 0.02 0.01 -0.01
H 6.004 2.461 2.852 0.00 -0.01 0.04
```
Positions in Å, forces in eV/Å.